ORCA calculation (ωB97M-V with the def2-TZVPD basis set) on 3 unconnected molecules or ions with the total composition CH9N3O2.

Geometry as XYZ:
```
15
Properties=species:S:1:pos:R:3
C 0.410 -1.259 1.195
H 1.633 0.861 -2.208
H -2.369 2.450 -0.901
N 0.239 -1.776 2.362
H 0.462 0.477 0.007
H 0.167 -2.995 0.375
H 0.188 -1.009 3.033
N 0.074 -2.041 0.052
N 0.559 0.069 0.919
O -1.893 1.626 -1.002
H -1.667 1.432 -1.924
O 1.044 1.585 -1.969
H 1.573 2.000 -1.279
H -0.806 -1.986 -0.432
H 0.386 0.567 1.771
```

E_tot ... -358.2313 Eh
Energy relative to the best compared isomer or geometry (same formula, charge and spin) ... 1.094 eV
E_HOMO ... -0.3181 Ha
Max |F| ... 3.509 eV/A
2S+1 ... 1
LUMO level ... 0.58 eV
SMILES ... N=C(N)N.O.O